[1]
The following is a DFT calculation (wB97M-V/def2-TZVPD) of 2 unconnected molecules or ions with the total composition C4H9BrN3O at a distorted geometry.

Structure (XYZ):
```
18
Properties=species:S:1:pos:R:3
C -1.08000 1.52377 -0.16399
C 0.73571 -0.37348 -0.24939
C 1.83281 -2.41492 0.37119
C -1.16035 0.25401 -0.81425
N -1.86243 1.79357 0.91976
N 0.65158 -1.65652 -0.12045
N -0.07542 2.34254 -0.51536
O 1.60101 0.38622 -0.31896
Br -2.57858 -0.99901 -0.36592
H 2.25697 -2.96576 -0.46983
H 2.60774 -1.83535 0.82865
H 1.61746 -3.15751 1.14041
H -0.82569 0.12458 -1.89810
H -2.81523 1.45163 0.93628
H -1.47017 2.32969 1.66305
H -0.14592 -2.13835 0.29604
H 0.51809 2.24620 -1.24669
H 0.19242 3.08870 0.00757
```

As for the HOMO energy: -13.5 eV. The value obtained for the HOMO-LUMO gap is 9.72 eV. The calculation puts the energy above the lowest of the compared OMol25 structures with the same formula, charge and spin at 0.0 kcal/mol. Its LUMO energy is -3.771 eV. As for the total charge: +1.

[2]
The following is a DFT calculation (wB97M-V/def2-TZVPD) of 2 unconnected molecules or ions with the total composition CH6O2Si2 at a distorted geometry.

Structure (XYZ):
```
11
Properties=species:S:1:pos:R:3
C 0.01169 1.03845 -0.30674
O 0.24461 1.72574 -1.24193
O 0.87477 0.20827 0.33379
Si -2.55736 0.25690 0.25874
Si 2.48882 0.09145 0.31057
H -2.93744 -0.45808 -1.02912
H -1.69727 -0.51914 1.26205
H -3.56547 1.23168 0.53743
H 2.60199 -0.90403 1.32343
H 3.29192 1.21788 0.61707
H 3.11412 -0.59400 -0.91153
```

As for the HOMO energy: -8.5 eV. The value obtained for the HOMO-LUMO gap is 7.97 eV. The calculation puts the energy above the lowest of the compared OMol25 structures with the same formula, charge and spin at 111.7 kcal/mol. Its LUMO energy is -0.493 eV. As for the total charge: 0.

[3]
The following is a DFT calculation (wB97M-V/def2-TZVPD) of C4H4N2O in the gas phase at a distorted geometry.

Structure (XYZ):
```
11
Properties=species:S:1:pos:R:3
N -1.40885 1.29189 1.40625
C -1.38131 0.35596 0.72464
C -1.27336 -0.82208 -0.16449
O 0.03391 -1.34808 -0.16271
C 0.95268 -0.47221 -0.73193
C 1.56440 0.41960 0.02444
N 2.18761 1.17197 0.76421
H -1.57788 -0.51634 -1.17460
H -1.94551 -1.61034 0.18615
H 1.10940 -0.54573 -1.80466
H 1.73891 2.07537 0.93272
```

As for the HOMO energy: -9.3 eV. The value obtained for the HOMO-LUMO gap is 9.94 eV. The calculation puts the energy above the lowest of the compared OMol25 structures with the same formula, charge and spin at 63.3 kcal/mol. Its LUMO energy is 0.645 eV. As for the total charge: 0. The SMILES is N#CCOC=C=N.

[4]
The following is a DFT calculation (wB97M-V/def2-TZVPD) of a molecular structure, C30H28BrFN4O7ReS at a distorted geometry.

Structure (XYZ):
```
73
Properties=species:S:1:pos:R:3
Re 1.89589 -0.05669 -0.15457
O 1.99147 3.29117 2.42139
C 0.67928 3.67641 2.37949
C 0.33838 4.82000 3.08430
C -0.97217 5.26603 3.08448
C -1.95589 4.58836 2.37122
C -1.60853 3.45323 1.66557
C -0.29599 2.97157 1.67530
C -0.05097 1.67335 0.98781
O 1.20730 1.60740 0.25470
N 0.06545 0.57203 1.94170
N 0.73505 -0.51227 1.44496
C 0.72781 -1.67186 2.03358
C 1.63560 -2.71863 1.67163
Br 3.16596 -2.07797 0.67306
C 1.61918 -4.02121 2.02522
C 0.54715 -4.74286 2.67450
C -0.80050 -4.36616 2.59017
C -1.76776 -5.08501 3.26386
C -1.40265 -6.19260 4.02351
C -0.07587 -6.59823 4.08875
C 0.89314 -5.88753 3.40570
H 2.14721 2.63637 1.73319
H 1.11337 5.34544 3.62566
H -1.22697 6.15667 3.64300
H -2.97459 4.94826 2.35974
H -2.36262 2.91756 1.09878
H -0.83049 1.50437 0.23812
H -0.66953 0.41103 2.61713
H 0.06333 -1.83535 2.87796
H 2.51705 -4.59793 1.82436
H -1.10442 -3.55701 1.94112
H -2.80878 -4.80209 3.18368
H -2.16249 -6.75590 4.54851
H 0.19831 -7.47160 4.66369
H 1.92831 -6.20310 3.44975
C -0.80373 4.18065 -4.74987
C 0.33281 3.71593 -3.88823
C 0.71747 4.45020 -2.76785
C 1.77423 4.03935 -1.97368
C 2.46393 2.88485 -2.32906
C 2.10369 2.12810 -3.44325
C 1.03544 2.54871 -4.20803
S 3.75700 2.40338 -1.27163
C 5.13731 2.15814 -2.35913
O 3.49338 0.87749 -0.84067
H -1.58077 4.65582 -4.15328
H -1.24243 3.35738 -5.31003
H -0.44636 4.91972 -5.47008
H 0.17735 5.35169 -2.50827
H 2.05065 4.60139 -1.08970
H 2.64206 1.22667 -3.71248
H 0.73940 1.97127 -5.07445
H 4.85459 1.48237 -3.16325
H 5.96094 1.76086 -1.76987
H 5.39044 3.14429 -2.74858
F -3.25472 -1.87358 1.66930
C -3.21352 -2.24642 0.38594
C -2.16430 -1.94540 -0.37229
N -2.08354 -2.31464 -1.69908
C -0.90399 -2.06670 -2.51976
C -0.12516 -0.91297 -1.93664
O -0.45864 0.23412 -1.95821
O 0.99514 -1.31619 -1.23801
C -3.10149 -3.04315 -2.31232
O -3.02521 -3.38949 -3.46320
N -4.17389 -3.32863 -1.48988
C -4.35109 -3.00857 -0.14160
O -5.32170 -3.33266 0.48426
H -1.33621 -1.39155 0.04851
H -1.23109 -1.79468 -3.52267
H -0.28371 -2.96073 -2.58854
H -4.92333 -3.85232 -1.92544
```

As for the HOMO energy (alpha / beta): -13.4 / -13.4 eV. The value obtained for the HOMO-LUMO gap (alpha / beta) is 5.64 / 5.56 eV. The calculation puts the energy above the lowest of the compared OMol25 structures with the same formula, charge and spin at 18.5 kcal/mol. As for the spin multiplicity: 2. Its LUMO energy (alpha / beta) is -7.806 / -7.885 eV. As for the total charge: +2.